A molecular structure, C33H26ClCrFIN5O4. Source: OMol25; level of theory: the ωB97M-V functional and the def2-TZVPD basis.

Calculated values
LUMO energy (alpha / beta): -0.99 / -0.99 eV
E_HOMO (alpha / beta): -0.2212 / -0.2391 Eh
relative energy (zero: lowest compared OMol25 entry of this formula, charge and spin): 0.000 eV
calculated total energy: -3750.07553 Ha
multiplicity: 5
maximum force: 0.73 eV/A

Each line ends with the Löwdin spin population.
Element x y z (Å)
Cr -1.57078 -3.10957 0.48685  3.74
F 2.20058 1.73079 2.92224  0.00
C 1.22812 1.85981 1.98396  0.00
C 0.25098 0.91254 1.88998  0.00
C -0.78206 1.06009 0.96461  0.00
C -1.66267 -0.09321 0.69697  0.01
O -1.51451 -1.13238 1.35827  0.03
C -2.58530 0.08257 -0.38839  0.00
C -2.69232 1.30330 -0.95583  0.00
N -1.90738 2.38573 -0.69409  0.00
C -2.40157 3.65079 -1.21530  0.00
C -2.02753 4.99968 -0.69682  0.00
C -1.58932 4.56657 -2.07984  0.00
C -0.84766 2.22449 0.18786  0.00
C 0.24036 3.10079 0.20776  0.00
C 1.29072 2.92777 1.08390  0.00
N 2.40621 3.77366 0.96549  0.00
C 3.73634 3.38496 1.37484  0.00
C 4.74645 4.06501 0.40907  0.00
N 3.97631 4.56832 -0.77556  0.00
C 3.08772 5.69415 -0.36049  0.00
C 2.24822 5.20065 0.84670  0.00
C -3.40817 -1.03310 -1.05010  0.01
O -4.39933 -0.67564 -1.68114  0.01
O -2.90684 -2.18369 -0.94112  0.05
H 0.27356 0.02307 2.50519  0.00
H -3.46123 1.43880 -1.70751  0.00
H -3.44076 3.53964 -1.48590  0.00
H -1.29264 5.07410 0.08746  0.00
H -2.82758 5.72220 -0.62088  0.00
H -0.55017 4.31040 -2.23650  0.00
H -2.07427 5.01116 -2.93696  0.00
H 0.32213 3.88125 -0.53283  0.00
H 3.83470 2.30548 1.31069  0.00
H 3.96196 3.69349 2.40076  0.00
H 5.49788 3.36864 0.04749  0.00
H 5.23141 4.92514 0.86633  0.00
H 3.38606 3.75536 -1.08244  0.00
H 4.57793 4.81283 -1.55776  0.00
H 2.47976 5.97016 -1.21970  0.00
H 3.72441 6.53444 -0.08934  0.00
H 1.20243 5.44644 0.68725  0.00
H 2.57693 5.71460 1.75884  0.00
Cl -3.20504 -9.83207 0.67281  0.00
C -3.16035 -8.10513 0.91449  0.01
C -4.16468 -7.48982 1.60835  0.00
C -4.15991 -6.10401 1.82543  0.01
I -5.69973 -5.23161 2.91288  0.00
C -3.14548 -5.28014 1.34233  0.00
O -3.07341 -4.01033 1.51746  0.03
C -2.10259 -5.95599 0.60538  0.01
N -1.11153 -5.14500 0.14105  0.01
C -0.09431 -5.66571 -0.50680  0.03
C 0.00670 -7.04491 -0.75274  0.00
C -0.98281 -7.87828 -0.31135  0.02
C -2.08488 -7.34912 0.39474  0.00
H -4.97916 -8.08424 1.99952  0.00
H 0.65848 -4.96978 -0.85506  0.00
H 0.86207 -7.42788 -1.29154  0.00
H -0.93509 -8.94367 -0.49146  0.00
N 3.63228 1.78261 -1.48601  0.00
C 2.97544 0.84572 -1.30923  0.00
C 2.13723 -0.28661 -1.08925  0.01
C 1.00915 -0.50293 -1.89857  0.00
C 0.10146 -1.49453 -1.54971  0.01
C 0.22788 -2.26830 -0.37173  -0.01
C 1.43270 -2.08219 0.33365  0.01
C 2.36673 -1.11530 0.01003  0.00
H 0.84764 0.12187 -2.76991  0.00
H -0.77543 -1.62723 -2.17008  0.00
H 1.62647 -2.68004 1.22049  0.00
H 3.25108 -0.96665 0.62081  0.00

Force components x, y, z for each atom (eV/Å):
Cr 0.20 0.09 -0.27
F -0.01 0.01 -0.06
C 0.09 -0.05 0.03
C 0.04 -0.02 0.01
C -0.12 -0.12 -0.10
C -0.08 -0.05 -0.01
O -0.22 0.11 0.22
C 0.10 -0.05 0.03
C -0.10 0.02 -0.04
N -0.08 0.11 0.18
C 0.19 -0.07 -0.09
C -0.04 -0.01 0.01
C -0.03 0.03 -0.02
C -0.04 -0.06 -0.20
C -0.12 0.10 0.00
C 0.08 -0.04 -0.08
N 0.02 0.12 0.25
C 0.07 0.03 -0.13
C -0.07 -0.09 -0.06
N -0.51 -0.47 0.21
C 0.06 0.01 -0.03
C 0.06 0.03 -0.12
C 0.08 0.12 0.11
O -0.05 -0.02 -0.07
O -0.04 -0.24 0.06
H 0.00 -0.01 0.01
H -0.01 -0.02 0.03
H 0.02 0.00 -0.04
H 0.04 0.01 0.03
H 0.00 -0.01 0.00
H -0.04 0.02 -0.02
H 0.01 0.00 -0.01
H -0.01 -0.03 0.03
H -0.01 0.04 -0.05
H 0.04 -0.03 0.02
H -0.03 -0.03 0.03
H 0.04 0.03 -0.05
H 0.50 0.15 0.04
H 0.08 0.05 0.05
H -0.05 -0.02 0.01
H -0.01 0.03 -0.07
H 0.01 0.03 0.06
H 0.01 -0.01 0.00
Cl 0.00 0.00 0.00
C 0.00 0.02 0.00
C 0.00 0.01 -0.01
C 0.00 -0.04 0.01
I -0.01 0.02 0.01
C -0.03 0.01 0.05
O 0.08 0.01 -0.04
C 0.04 -0.03 0.03
N -0.09 0.08 0.12
C -0.02 -0.03 -0.09
C -0.01 0.03 0.00
C 0.00 -0.01 0.00
C 0.00 -0.03 0.01
H 0.00 0.00 0.00
H 0.01 0.00 0.01
H 0.00 0.00 0.00
H 0.00 0.00 0.00
N -0.20 0.09 0.15
C 0.05 0.02 -0.21
C -0.12 0.18 -0.10
C 0.00 -0.15 0.13
C 0.32 0.21 0.13
C 0.02 -0.03 -0.28
C -0.04 -0.06 0.11
C 0.03 -0.01 0.08
H -0.01 0.00 0.00
H -0.06 0.00 -0.03
H -0.01 0.00 0.00
H -0.01 0.00 0.00